Record 1
Entry from the Open Molecules 2025 dataset: one molecule with the formula C4H5NO2 (ωB97M-V with the def2-TZVPD basis set).

Each line ends with the natural charge from an NBO analysis.
CARTESIAN COORDINATES (ANGSTROEM)
C -1.051 -1.397 -1.210  0.50
C 0.449 1.580 0.167  -0.11
C 0.694 0.364 1.147  -0.23
C 0.196 -0.693 0.733  -0.08
H -1.147 -1.072 -2.242  0.13
H 1.410 2.018 -0.143  0.19
H -0.383 2.309 0.675  0.20
H 1.359 0.740 2.021  0.23
H 0.376 -1.717 1.167  0.27
N -0.191 -0.507 -0.553  -0.17
O -1.451 -2.566 -0.882  -0.59
O -0.260 0.943 -0.881  -0.35

Output
Relative energy (zero: lowest compared OMol25 entry of this formula, charge and spin), eV: 4.458
Strongest force on any atom, eV/A: 10.6
Frontier orbital gap, eV: 9.6
SMILES string: O=CN1C=CCO1
2S+1: 1

***

Record 2
Entry from the Open Molecules 2025 dataset: one molecule with the formula C3H6NOP (ωB97M-V with the def2-TZVPD basis set).

Each line ends with the natural charge from an NBO analysis.
CARTESIAN COORDINATES (ANGSTROEM)
C 0.317 0.127 -0.106  0.11
C -2.119 0.262 -0.268  -0.10
C -0.966 0.323 0.614  -0.02
N 1.407 -0.030 0.661  -0.73
O -1.762 -0.856 0.452  -0.46
P 2.988 -0.030 0.165  0.57
H 0.308 0.052 -1.172  0.17
H -2.870 0.938 0.105  0.18
H -1.977 0.147 -1.315  0.18
H -0.984 0.750 1.688  0.22
H 2.682 -0.252 -1.227  -0.10
H 2.976 -1.430 0.405  -0.03

Output
Relative energy (zero: lowest compared OMol25 entry of this formula, charge and spin), eV: 2.837
Strongest force on any atom, eV/A: 6.3
Frontier orbital gap, eV: 9.8
SMILES string: P/N=C/[C@H]1CO1
2S+1: 1

***

Record 3
Entry from the Open Molecules 2025 dataset: a 2-piece molecular cluster, C4H8O2 overall (ωB97M-V with the def2-TZVPD basis set).

Each line ends with the natural charge from an NBO analysis.
CARTESIAN COORDINATES (ANGSTROEM)
C -2.758 1.001 -0.589  -0.22
C -0.729 -0.884 0.205  -0.72
C 0.431 0.049 -0.007  0.58
O 0.285 1.237 -0.229  -0.57
C 1.835 -0.517 0.091  -0.16
O 2.798 0.480 -0.035  -0.71
H -2.886 1.210 0.498  0.08
H -1.599 -0.571 -0.405  0.25
H -2.047 1.798 -0.888  0.11
H -0.485 -1.921 -0.046  0.24
H -1.019 -0.853 1.263  0.25
H 1.930 -1.043 1.054  0.19
H 1.940 -1.283 -0.696  0.19
H 2.303 1.297 -0.216  0.49

Output
Relative energy (zero: lowest compared OMol25 entry of this formula, charge and spin), eV: 5.549
Strongest force on any atom, eV/A: 0.5
Frontier orbital gap (spin up / spin down), eV: 8.7 / 8.7
2S+1: 1

***

Record 4
Entry from the Open Molecules 2025 dataset: C5H9F2NO2S as an isolated structure (ωB97M-V with the def2-TZVPD basis set).

Each line ends with the natural charge from an NBO analysis.
CARTESIAN COORDINATES (ANGSTROEM)
C 0.500 0.265 1.244  -0.72
C -1.145 1.395 -0.155  -0.66
C -0.247 -0.087 0.029  0.07
C 1.520 -1.443 -1.146  -0.67
C 0.547 -0.283 -1.193  0.69
N -1.069 -1.289 0.157  -0.79
O -0.283 2.686 2.220  -0.90
O -1.799 0.772 2.351  -0.95
F 1.360 0.830 -1.513  -0.37
F -0.189 -0.412 -2.343  -0.34
S -0.767 1.473 1.602  2.16
H 0.764 -0.509 1.940  0.27
H 1.406 0.639 0.827  0.26
H -0.548 1.986 -0.746  0.25
H -2.163 1.440 -0.439  0.25
H 2.157 -1.467 -2.025  0.24
H 1.049 -2.420 -0.974  0.25
H 2.153 -1.290 -0.305  0.21
H -1.422 -1.072 1.017  0.37
H -1.824 -1.213 -0.549  0.37

Output
Relative energy (zero: lowest compared OMol25 entry of this formula, charge and spin), eV: 2.249
Strongest force on any atom, eV/A: 4.5
Frontier orbital gap, eV: 11.2
2S+1: 1